No. 1
{"formula": "C6H14O2S2Si", "method": "ωB97M-V/def2-TZVPD", "symbols": ["H", "H", "H", "H", "C", "Si", "C", "H", "C", "H", "C", "H", "O", "O", "H", "C", "H", "H", "H", "C", "H", "S", "H", "H", "S"], "xyz": [[0.31848, -1.27687, 1.64674], [-1.13994, -2.38626, 1.57081], [-3.22054, 1.88857, 1.01815], [0.30709, -2.35481, -2.53833], [-2.85242, 2.13826, 0.08090], [-2.09458, -0.46547, -0.31717], [1.84677, -0.23027, 0.01003], [4.32884, 1.60495, 1.06320], [-1.02887, -1.07179, -1.82600], [0.12715, 1.28191, -0.44331], [-0.68370, -1.37101, 1.96604], [-0.77993, -1.09268, 3.11178], [-2.45738, 1.08035, -0.73098], [-1.27790, -0.37616, 1.14946], [5.50886, 0.47824, 0.12071], [-0.16523, -2.06459, -1.62855], [-3.39886, -1.39572, -0.30258], [-3.68024, 2.81499, -0.19255], [4.27549, 1.46450, -0.68846], [4.51499, 0.85763, 0.15164], [-1.29626, -0.49412, -2.64271], [3.40566, -0.64945, 0.38405], [-2.02407, 2.72283, 0.14843], [-0.02228, -2.44144, -0.72960], [1.48888, 1.33844, -0.38171]], "forces_ev_per_angstrom": [[1.584, -0.691, 0.379], [1.051, 1.514, 1.741], [-0.049, -1.185, 2.146], [1.023, -0.926, -0.061], [-1.670, 0.354, -0.650], [0.052, -1.045, -0.302], [0.071, 0.168, -0.112], [0.665, -1.838, -1.702], [-1.171, -0.022, 4.587], [0.519, -0.012, 0.055], [-1.832, -0.792, -0.039], [-0.123, -0.929, -2.424], [-0.669, -0.770, -0.628], [-1.604, 0.751, -0.945], [0.655, -0.269, 0.076], [-1.468, 2.914, -5.127], [1.311, 1.000, 0.408], [0.149, -0.617, -1.422], [-0.191, -0.035, -1.061], [-2.148, 1.353, 2.904], [0.124, 0.403, -2.224], [2.201, -0.835, 0.356], [2.301, 2.060, 0.753], [0.900, -2.090, 3.838], [-1.682, 1.539, -0.546]], "max_force_ev_per_a": 6.08, "gap_ev": [6.87, 7.50], "homo_energy_ha": [-0.2285, -0.3307], "e_tot_ha": -1473.17139, "multiplicity": 3}

No. 2
{"formula": "C7H7F3O", "method": "ωB97M-V/def2-TZVPD", "symbols": ["C", "H", "H", "F", "C", "O", "H", "C", "C", "H", "H", "F", "C", "H", "H", "C", "F", "C"], "xyz": [[1.84060, -0.48898, -0.18095], [-0.04214, -1.91251, 2.30419], [0.20336, -0.19674, 2.21486], [0.00613, 1.80770, 0.94003], [0.20389, 1.27771, -0.38634], [-1.25682, -0.07340, -1.87536], [-1.84594, 0.61448, -2.21138], [-0.98343, 0.24838, -0.50007], [0.85260, -1.44848, 0.29715], [2.18823, 1.56499, -0.71131], [-0.03330, 2.20812, -0.92099], [3.02673, -0.98621, -0.52248], [-0.64853, -0.99122, 0.19803], [-1.92780, 0.60711, 0.08553], [0.92555, -2.50103, 0.08202], [1.56309, 0.79021, -0.50448], [-1.50120, -2.00675, -0.09609], [0.03700, -1.03465, 1.56902]], "forces_ev_per_angstrom": [[-0.493, 1.204, -1.934], [-0.743, 0.978, -1.646], [0.486, 0.895, -0.705], [0.186, 0.063, 0.545], [-2.902, 0.590, 1.557], [0.008, 0.470, 0.841], [0.147, -0.180, -0.010], [-0.941, 1.378, -0.050], [-1.708, 1.374, 0.634], [2.484, 1.332, -0.847], [0.328, -0.738, -0.800], [0.579, -0.315, 0.613], [2.495, -1.742, 1.886], [1.527, 0.094, -1.384], [0.500, -0.109, 0.213], [-1.504, -2.404, 0.849], [-0.183, -0.145, 0.142], [-0.269, -2.744, 0.097]], "max_force_ev_per_a": 3.58, "gap_ev": 10.12, "relative_energy_kj_mol": 0.0, "homo_energy_ha": -0.3468, "e_tot_ha": -645.68220, "smiles": "O[C@@H]1[C@@H](F)C=C(F)[C@H]2C[C@]21F", "multiplicity": 1}

No. 3
{"formula": "C4H7FO2S", "method": "ωB97M-V/def2-TZVPD", "symbols": ["O", "F", "H", "C", "C", "H", "C", "S", "H", "O", "H", "H", "H", "H", "C"], "xyz": [[-0.45569, 1.20233, -1.34091], [0.47150, -1.44490, -0.95752], [2.36727, 0.18592, -1.44726], [0.35530, -0.77538, 0.21193], [2.55068, 0.19789, -0.27655], [1.71459, 0.37893, 1.66407], [-2.39013, -0.13944, -0.09634], [-0.75892, 0.69207, -0.03576], [-0.09817, -1.47280, 1.06021], [-0.78156, 1.50419, 1.13797], [-2.62082, -0.05946, -1.12442], [-2.16660, -1.12661, 0.15924], [3.49432, 0.74241, -0.19071], [-3.28872, 0.17264, 0.58733], [1.60696, -0.05779, 0.64873]], "forces_ev_per_angstrom": [[0.148, 0.172, 0.150], [-0.042, -0.044, 0.077], [-0.045, -1.028, 2.584], [-0.627, 0.401, 2.549], [-0.673, 1.044, -2.671], [-0.258, -0.940, -0.649], [-0.893, 1.670, 1.130], [-2.416, -1.308, -0.083], [0.894, 1.448, -1.799], [0.803, 0.454, 0.540], [-0.706, -0.152, -1.048], [0.171, -1.757, 0.193], [-0.381, -0.150, 1.055], [2.176, 0.099, -1.225], [1.849, 0.091, -0.804]], "max_force_ev_per_a": 2.95, "gap_ev": 10.68, "relative_energy_kj_mol": 238.9, "homo_energy_ha": -0.3676, "e_tot_ha": -805.04853, "smiles": "C=C[C@H](F)S(C)(=O)=O", "multiplicity": 1}

No. 4
{"formula": "C26H61NO13S8", "method": "ωB97M-V/def2-TZVPD", "symbols": ["S", "H", "H", "H", "H", "C", "H", "C", "H", "H", "H", "O", "O", "C", "H", "S", "H", "C", "H", "O", "O", "H", "H", "H", "H", "C", "O", "H", "C", "H", "H", "H", "H", "H", "C", "H", "H", "C", "H", "S", "C", "S", "O", "H", "H", "C", "H", "H", "O", "O", "H", "H", "H", "C", "H", "C", "H", "H", "C", "H", "H", "C", "C", "S", "H", "H", "H", "C", "H", "C", "N", "H", "H", "H", "O", "C", "H", "H", "O", "C", "H", "C", "C", "H", "C", "H", "H", "H", "O", "H", "O", "H", "H", "C", "C", "S", "H", "S", "H", "H", "S", "H", "H", "H", "C", "H", "H", "O", "C"], "xyz": [[-6.38028, -1.49330, 2.85746], [2.45228, 0.51576, 1.56809], [-9.50299, -2.63939, 7.31649], [-2.01760, 3.88178, -2.13375], [3.58508, -0.62065, -3.09728], [0.86610, 1.98085, 1.35607], [1.01801, 0.93672, -1.06201], [-10.60199, -2.40017, 4.75543], [-3.44063, 3.11350, -7.20084], [-3.08969, -1.38916, 0.05951], [-10.75336, -1.90713, 3.79746], [5.10826, 3.98126, -4.33558], [3.81156, -2.14652, 1.73126], [2.16311, -2.41497, 3.47128], [3.68347, 5.35231, -1.36936], [0.13228, 3.13576, -2.86361], [5.54738, 6.88765, -2.31389], [-4.40857, 1.07962, -5.54284], [1.38267, -3.15178, 3.33156], [-4.61575, 3.56787, -4.66658], [-0.26649, -1.42410, -2.19101], [-2.93257, -1.07633, 1.81137], [-8.40080, -1.43033, 1.62470], [10.00716, -3.56435, 0.93487], [-3.05499, -3.50601, 2.31155], [-7.70491, -0.66691, 1.96861], [-8.31937, -1.16508, 5.22995], [2.84622, 1.81968, 0.48832], [0.38571, 1.45719, 2.62841], [2.75847, 1.76502, -3.66721], [-4.68024, 0.64454, -4.58358], [-8.21231, 0.01844, 2.64616], [4.11076, -0.10666, 0.43396], [6.60792, 5.44791, -2.43366], [0.18464, 4.77247, -3.60395], [-1.80108, -0.31415, 0.66206], [0.05433, 1.93757, 0.63809], [4.15369, -2.86507, 0.53802], [-0.30009, 5.48802, -2.93970], [-8.83122, -2.54840, 5.02425], [-4.52830, 3.10993, -7.27256], [1.06074, -1.67743, -2.64581], [3.88465, -3.98545, 3.01852], [-9.44316, -4.26643, 6.56617], [-7.93608, -3.43745, 7.02500], [9.09402, -4.12831, 1.12464], [-3.32882, 1.22182, -5.59153], [2.42189, -2.31681, 4.51960], [1.58085, -0.28847, -3.25002], [-5.60703, -2.28420, 1.85477], [5.77329, -1.71972, -0.20735], [-1.90944, 2.10741, -2.25380], [9.22717, -4.80445, 1.96890], [-8.94779, -3.29935, 6.65045], [1.18132, 3.00520, 1.52590], [3.35579, -2.94162, 2.73712], [4.18640, 1.43910, -3.02231], [-7.29113, -0.13255, 1.11320], [2.68829, -0.44567, -1.18691], [6.42795, 6.54879, -3.82394], [0.89889, -0.45770, -0.02129], [4.07832, -0.52002, -0.56318], [-5.43696, -0.00445, 3.20141], [-1.26459, -2.59020, 1.01354], [-11.04298, -1.80224, 5.55265], [-11.04784, -3.39440, 4.72980], [-4.86002, 2.39419, -8.02442], [2.82945, 0.02680, -2.63598], [3.16219, 3.84650, -2.15866], [-2.51714, -3.80845, 1.41379], [3.19323, 1.40744, -2.82260], [4.90251, -3.61688, 0.77347], [4.75680, -2.36283, -1.48453], [-2.01719, -4.76084, 1.58017], [2.14790, -1.79797, -1.50222], [2.04333, 1.14415, 0.78202], [-4.53023, -0.29900, 3.72614], [-3.20915, -3.89763, 0.57724], [-0.45229, -2.36987, 2.24677], [-2.39163, -1.20450, 0.87534], [-0.31939, 4.74536, -4.56963], [1.58908, 0.29418, -0.39748], [4.00146, 4.51828, -1.99609], [1.22942, 5.04605, -3.74407], [4.73785, -1.91534, -0.49373], [1.82684, -1.47690, 3.05233], [8.68180, -2.93395, 3.67876], [7.86458, -1.41537, 3.23877], [7.72720, -1.99253, 0.37632], [-0.60287, 0.74161, 4.52206], [0.69422, 3.25596, -1.49039], [4.81628, 3.97372, -1.51825], [8.82044, -4.69776, 0.23928], [-0.10131, 1.04778, 3.64166], [8.53253, -2.19894, 2.88817], [4.53866, 5.13716, -3.58856], [-4.74415, 0.42742, -6.34877], [-5.23362, 2.67012, -5.67961], [3.28198, -3.38799, 0.15249], [-2.09302, 3.08278, -3.73056], [7.74982, -2.99272, 1.48192], [-6.03036, 0.65355, 3.83520], [-5.17940, 0.49016, 2.26427], [4.74730, 0.07928, -1.17761], [5.92184, 6.10271, -2.97050], [-4.88504, 4.10443, -7.53091], [9.48388, -1.76607, 2.57904], [1.22075, -2.77805, -3.52833], [-1.65106, 3.04969, -2.73456]], "forces_ev_per_angstrom": [[0.110, -0.257, 0.049], [0.026, -0.125, 0.113], [0.008, 0.037, -0.032], [0.026, 0.018, 0.000], [0.015, -0.167, 0.019], [0.623, -0.728, 0.170], [0.055, 0.018, -0.191], [-0.092, -0.028, 0.028], [-0.003, -0.003, 0.039], [0.001, -0.026, 0.005], [0.040, 0.001, -0.011], [-0.012, -0.087, 0.045], [-0.646, 0.053, -0.307], [0.554, 0.256, -0.328], [-0.017, 0.020, -0.036], [0.059, -0.093, -0.322], [-0.021, 0.002, -0.010], [0.050, -0.050, -0.006], [-0.209, -0.015, 0.174], [0.142, -0.019, -0.019], [0.199, 0.131, 0.376], [0.010, -0.080, 0.021], [0.030, -0.033, 0.004], [-0.022, 0.035, -0.007], [-0.016, 0.053, -0.032], [-0.068, 0.097, -0.045], [-0.106, 0.078, 0.036], [-0.012, 0.088, -0.187], [-0.316, 0.035, -0.148], [-0.155, -0.009, 0.054], [-0.023, 0.028, 0.011], [0.000, -0.034, 0.040], [-0.194, 0.142, 0.109], [-0.022, -0.037, -0.015], [0.020, 0.099, 0.038], [0.068, -0.047, -0.002], [-0.167, 0.428, -0.079], [0.536, -0.280, -0.482], [-0.004, -0.025, 0.026], [-0.012, 0.051, 0.022], [0.057, 0.011, -0.064], [-0.740, -0.187, -0.043], [0.028, -0.134, -0.284], [0.018, -0.011, -0.012], [0.022, 0.013, -0.037], [0.104, -0.026, 0.010], [-0.005, 0.032, 0.003], [-0.092, -0.034, 0.190], [-0.093, -0.104, -0.201], [0.069, 0.168, -0.120], [-0.122, -0.076, -0.191], [0.071, -0.029, -0.009], [-0.022, -0.010, -0.001], [-0.028, -0.047, 0.078], [-0.117, 0.218, -0.284], [0.308, -0.175, 0.514], [0.041, 0.170, 0.035], [0.037, -0.041, -0.005], [-0.469, 0.376, -0.047], [-0.023, -0.016, -0.025], [-0.058, -0.147, 0.076], [0.151, -1.005, -0.028], [0.013, 0.105, -0.009], [0.065, -0.040, -0.119], [0.044, 0.017, 0.010], [0.006, -0.006, -0.024], [-0.018, 0.002, 0.003], [0.956, -0.088, -0.136], [-0.044, -0.049, 0.065], [-0.089, -0.102, 0.094], [-0.333, -0.006, -0.105], [0.043, -0.124, 0.084], [-0.085, -0.319, -0.006], [0.072, 0.030, -0.023], [-0.247, -0.053, 0.033], [0.092, 0.334, 0.029], [-0.009, -0.033, 0.009], [-0.018, 0.023, 0.005], [-0.224, -0.020, -0.063], [-0.042, 0.194, -0.041], [0.002, -0.018, -0.004], [0.275, 0.127, 0.284], [-0.033, 0.058, 0.114], [0.011, -0.033, -0.002], [0.041, 0.874, 0.389], [-0.144, 0.157, 0.084], [-0.028, -0.005, 0.004], [-0.040, -0.014, -0.027], [0.319, -0.023, 0.122], [0.076, -0.188, 0.173], [-0.124, 0.214, 0.096], [0.041, -0.009, -0.059], [-0.044, 0.017, -0.004], [-0.133, 0.060, 0.134], [0.079, 0.032, 0.062], [-0.060, 0.027, 0.073], [-0.017, -0.003, 0.006], [-0.070, -0.037, 0.008], [-0.305, 0.090, 0.123], [-0.024, 0.027, 0.012], [-0.081, -0.025, -0.004], [-0.011, -0.037, 0.033], [-0.006, -0.035, -0.017], [0.016, 0.245, -0.021], [0.090, 0.028, -0.001], [-0.025, 0.006, 0.034], [-0.012, -0.003, -0.043], [0.553, 0.156, -0.159], [-0.124, -0.028, 0.114]], "max_force_ev_per_a": 1.02, "gap_ev": 8.71, "homo_energy_ha": -0.3043, "e_tot_ha": -5245.35593, "multiplicity": 1}

No. 5
{"formula": "C4H10O2", "method": "ωB97M-V/def2-TZVPD", "symbols": ["C", "C", "H", "H", "H", "H", "C", "H", "C", "O", "H", "H", "H", "H", "O", "H"], "xyz": [[1.60665, -0.13019, 0.53533], [-0.13929, -0.33446, -1.27794], [1.85468, -1.14892, 0.21796], [2.34705, 0.55626, 0.11561], [-1.85450, -0.12509, 0.60797], [-0.67098, -1.11630, 1.48763], [0.20714, 0.29978, 0.08519], [-0.59546, 2.08813, -0.06525], [-0.87191, -0.11530, 1.09110], [-1.47192, -0.07279, -1.69360], [0.51248, 0.08172, -2.05197], [1.69122, -0.08394, 1.62568], [-0.91918, 0.58750, 1.92786], [0.04205, -1.41837, -1.21959], [0.29415, 1.71840, -0.02031], [-2.03219, -0.78643, -1.36567]], "forces_ev_per_angstrom": [[0.039, -0.034, -0.001], [0.327, -0.027, 0.014], [-0.109, 0.112, 0.066], [-0.101, -0.135, -0.024], [0.103, 0.076, 0.222], [-0.037, 0.111, -0.063], [0.031, -0.324, 0.086], [0.018, -0.089, -0.125], [-0.034, -0.008, 0.065], [-0.104, -0.130, -0.018], [0.013, -0.022, 0.155], [-0.020, 0.040, -0.146], [0.155, -0.113, -0.058], [-0.024, 0.181, -0.021], [-0.326, 0.135, -0.024], [0.068, 0.226, -0.129]], "max_force_ev_per_a": 0.35, "gap_ev": 10.64, "relative_energy_kj_mol": 63.1, "homo_energy_ha": -0.3630, "e_tot_ha": -308.87414, "smiles": "CC(C)(O)CO", "multiplicity": 1}